Record 1
The following is a DFT calculation (ωB97M-V/def2-TZVPD) of C5H5NO2 in the gas phase in a non-equilibrium geometry.

XYZ file:
```
13
Properties=species:S:1:pos:R:3:forces:R:3:lowdin_charge:R:1
C 0.765466 -1.234956 0.562438 -0.3 1.8 2.3 -0.062
C 0.101445 0.359335 1.323166 -0.5 -4.9 -0.6 -0.249
C 0.160298 -0.651505 -0.619741 0.8 2.1 0.5 -0.453
C 1.521531 -2.244604 0.914968 0.5 -0.4 1.7 0.062
C -1.049614 1.650925 -0.564127 1.3 1.3 -1.2 -0.003
N -0.284781 0.517491 0.011763 -1.3 3.0 0.0 -0.019
O -0.227061 0.701564 2.417294 0.9 0.7 -1.3 0.124
O 0.124651 -0.764293 -1.789327 -0.2 -1.5 -2.2 0.150
H 1.944958 -2.988484 0.229427 -0.4 0.2 0.3 0.076
H 1.746908 -2.328080 2.035903 0.0 0.0 -1.8 0.100
H -2.035168 1.708337 -0.178472 -0.7 0.2 0.9 0.071
H -0.499148 2.637716 -0.521094 -0.5 -1.1 1.0 0.109
H -1.220561 1.718344 -1.657878 0.5 -1.6 0.3 0.094
```
Positions in Å, forces in eV/Å.

Computed properties:
energy above the lowest of the compared OMol25 structures with the same formula, charge and spin = 271.8 kJ/mol
electronic energy = -10848.49749 eV
SMILES string = C=C1C(=O)N(C)C1=O
maximum force = 4.9 eV/A
spin multiplicity = 1
LUMO energy = 0.32 eV



Record 2
The following is a DFT calculation (ωB97M-V/def2-TZVPD) of a gas-phase ion, C9H8ClO3 (charge -1) in a non-equilibrium geometry.

XYZ file:
```
21
Properties=species:S:1:pos:R:3:forces:R:3:lowdin_charge:R:1
C 1.029450 3.299418 -0.019195 -2.2 -3.2 1.0 -0.001
C -0.296750 3.084271 0.420570 0.2 -3.2 0.6 -0.375
C 1.847098 2.128434 0.014161 -0.2 1.7 1.2 -0.416
C 0.052459 -1.407888 -0.291112 1.3 0.2 4.8 -0.115
C -1.254177 -0.993138 0.368140 -0.5 2.0 -4.4 -0.129
C 1.022465 0.916746 0.541403 0.6 -1.7 -2.1 -0.196
C 0.778553 -0.089233 -0.607713 -3.0 0.5 -0.1 -0.200
C -1.279296 0.486446 -0.205217 4.2 0.2 2.3 -0.241
C -0.384187 1.295105 0.812572 -0.9 3.2 -0.7 -0.610
O -1.300621 3.724491 0.617105 -0.3 0.7 -0.1 -0.015
O 3.061130 2.126529 -0.204737 0.0 -1.0 -0.2 -0.029
O -0.343598 0.598560 -1.284825 -0.2 -1.7 -0.1 -0.074
Cl -0.866099 1.040061 2.496660 -0.2 0.5 0.7 0.665
H 1.311137 4.269257 -0.147716 1.2 2.3 -0.7 0.062
H 0.586569 -2.109244 0.435085 -0.3 0.8 -1.2 0.140
H -0.186917 -1.876771 -1.147854 -0.2 -1.7 -3.1 0.067
H -2.159461 -1.473677 0.054864 -0.3 -0.9 -0.3 0.100
H -1.191952 -1.000277 1.373230 0.0 0.1 3.2 0.004
H 1.418025 0.335069 1.334273 1.1 0.1 1.1 0.125
H 1.427842 -0.291506 -1.375090 2.5 0.1 -1.4 0.122
H -2.085495 1.040865 -0.482206 -2.9 1.0 -0.5 0.117
```
Positions in Å, forces in eV/Å.

Computed properties:
energy above the lowest of the compared OMol25 structures with the same formula, charge and spin = 202.1 kJ/mol
charge = -1
electronic energy = -28127.38715 eV
SMILES string = O=C1C=C([O-])[C@@H]2[C@H]3CC[C@H](O3)[C@]12Cl
maximum force = 4.9 eV/A
spin multiplicity = 1
LUMO energy = 3.40 eV



Record 3
The following is a DFT calculation (ωB97M-V/def2-TZVPD) of a molecular structure, C9H5AsMnO6S6 in a non-equilibrium geometry.

XYZ file:
```
28
Properties=species:S:1:pos:R:3:forces:R:3:lowdin_charge:R:1
Mn -0.305525 -0.061410 -0.369036 0.7 0.0 0.4 0.219
O -1.140384 2.897404 -2.990972 0.0 0.0 0.1 -0.242
As -1.848303 2.196451 -1.535101 0.0 -0.1 0.1 0.928
O -2.821822 3.194936 -0.732521 0.0 0.1 0.1 -0.413
O -0.384959 1.731661 -0.714463 -0.3 -0.3 -0.3 -0.521
C -2.733646 0.706841 -2.465057 0.1 0.1 -0.2 -0.205
C -3.183777 1.088456 -3.729160 0.0 0.0 -0.1 -0.076
C -3.900992 0.215049 -4.534040 0.0 0.0 0.0 -0.048
C -4.183414 -1.067339 -4.096872 0.0 0.0 0.0 -0.050
C -3.755788 -1.466515 -2.842109 0.0 0.0 0.0 -0.046
C -3.041087 -0.589080 -2.040332 -0.1 -0.1 0.1 -0.267
S -2.557312 -1.217027 -0.457931 0.2 0.1 -0.1 0.565
O -3.524026 -2.128076 0.033641 0.0 0.0 0.0 -0.216
O -2.252521 0.014858 0.322407 0.2 0.0 0.1 -0.362
O -1.170932 -1.806163 -0.648813 -0.2 0.1 -0.3 -0.381
H -0.589182 3.649995 -2.741388 0.0 0.0 0.0 0.058
H -2.972040 2.083853 -4.090626 0.0 0.0 0.0 0.103
H -4.242354 0.548050 -5.504932 0.0 0.0 0.0 0.113
H -4.743272 -1.751209 -4.719914 0.0 0.0 0.0 0.114
H -3.987006 -2.454552 -2.466994 0.0 0.0 0.0 0.121
S 6.636359 0.268083 1.050847 -0.1 0.0 0.0 0.628
C 5.055227 0.150349 0.712108 0.2 -0.1 0.1 -1.478
S 4.432060 -0.060392 -0.902990 0.2 0.1 -0.1 0.943
C 2.757026 -0.140308 -0.485123 -0.6 -0.2 -0.6 -1.070
C 2.463988 -0.022688 0.876115 -1.0 -0.1 0.4 -1.055
S 0.878270 -0.162025 1.470427 0.5 0.1 -0.9 0.867
S 3.809990 0.192599 1.933392 0.3 0.1 0.2 0.939
S 1.547926 -0.423141 -1.630069 0.1 0.1 0.9 0.831
```
Positions in Å, forces in eV/Å.

Computed properties:
electronic energy = -178867.63737 eV
maximum force = 1.0 eV/A
spin multiplicity = 2
LUMO energy (spin up / spin down) = -3.13 / -3.16 eV



Please write out number 2 again, unchanged.
The following is a DFT calculation (ωB97M-V/def2-TZVPD) of a gas-phase ion, C9H8ClO3 (charge -1) in a non-equilibrium geometry.

XYZ file:
```
21
Properties=species:S:1:pos:R:3:forces:R:3:lowdin_charge:R:1
C 1.029450 3.299418 -0.019195 -2.2 -3.2 1.0 -0.001
C -0.296750 3.084271 0.420570 0.2 -3.2 0.6 -0.375
C 1.847098 2.128434 0.014161 -0.2 1.7 1.2 -0.416
C 0.052459 -1.407888 -0.291112 1.3 0.2 4.8 -0.115
C -1.254177 -0.993138 0.368140 -0.5 2.0 -4.4 -0.129
C 1.022465 0.916746 0.541403 0.6 -1.7 -2.1 -0.196
C 0.778553 -0.089233 -0.607713 -3.0 0.5 -0.1 -0.200
C -1.279296 0.486446 -0.205217 4.2 0.2 2.3 -0.241
C -0.384187 1.295105 0.812572 -0.9 3.2 -0.7 -0.610
O -1.300621 3.724491 0.617105 -0.3 0.7 -0.1 -0.015
O 3.061130 2.126529 -0.204737 0.0 -1.0 -0.2 -0.029
O -0.343598 0.598560 -1.284825 -0.2 -1.7 -0.1 -0.074
Cl -0.866099 1.040061 2.496660 -0.2 0.5 0.7 0.665
H 1.311137 4.269257 -0.147716 1.2 2.3 -0.7 0.062
H 0.586569 -2.109244 0.435085 -0.3 0.8 -1.2 0.140
H -0.186917 -1.876771 -1.147854 -0.2 -1.7 -3.1 0.067
H -2.159461 -1.473677 0.054864 -0.3 -0.9 -0.3 0.100
H -1.191952 -1.000277 1.373230 0.0 0.1 3.2 0.004
H 1.418025 0.335069 1.334273 1.1 0.1 1.1 0.125
H 1.427842 -0.291506 -1.375090 2.5 0.1 -1.4 0.122
H -2.085495 1.040865 -0.482206 -2.9 1.0 -0.5 0.117
```
Positions in Å, forces in eV/Å.

Computed properties:
energy above the lowest of the compared OMol25 structures with the same formula, charge and spin = 202.1 kJ/mol
charge = -1
electronic energy = -28127.38715 eV
SMILES string = O=C1C=C([O-])[C@@H]2[C@H]3CC[C@H](O3)[C@]12Cl
maximum force = 4.9 eV/A
spin multiplicity = 1
LUMO energy = 3.40 eV



> What is the formula in the second record?

C9H8ClO3